# 1
This record from OMol25 describes one molecule with the formula C20H21N7O3S in a non-equilibrium geometry. The level of theory is wB97M-V/def2-TZVPD.

Structure (XYZ):
```
52
Properties=species:S:1:pos:R:3:forces:R:3
C 4.7570 0.4596 -0.6245 0.199 0.163 0.002
O 3.6404 -0.3960 -0.6405 -0.331 -0.200 0.105
C 2.8786 -0.4885 0.4838 -0.201 -0.086 0.187
C 1.7837 -1.3474 0.4009 0.072 0.004 -0.057
C 0.9347 -1.4951 1.4874 0.265 0.225 -0.005
N -0.1596 -2.3503 1.3190 0.399 -0.140 -0.264
C -1.2147 -2.5497 2.1399 -0.201 -0.349 -0.120
O -1.3442 -2.1202 3.2653 -0.078 0.102 0.255
C -2.3026 -3.4053 1.4868 -0.040 0.286 -0.188
S -3.4393 -2.3491 0.5251 -0.274 -0.042 0.305
C -2.4466 -2.0195 -0.8576 0.087 0.030 -0.196
N -1.3105 -2.5972 -1.1648 -0.578 -0.408 0.557
N -0.8387 -2.0057 -2.2716 0.523 0.502 -1.018
C -1.6876 -1.0917 -2.6404 -0.105 -0.141 0.085
C -1.4925 -0.1408 -3.7670 -0.065 -0.251 -0.212
N -1.5375 1.2086 -3.2734 0.423 0.441 0.455
N -2.4196 2.1045 -3.7417 -0.555 -0.490 -0.838
N -2.3287 3.1952 -3.1056 -0.354 0.748 0.017
C -1.3658 3.0719 -2.1476 0.679 -1.106 0.184
C -0.8975 3.9538 -1.1733 -0.040 -0.050 -0.071
C 0.0741 3.4845 -0.3220 -0.045 0.228 0.057
C 0.5883 2.1825 -0.4230 0.025 -0.167 -0.056
C 0.1546 1.2982 -1.3838 0.142 -0.153 0.054
C -0.8352 1.7611 -2.2432 -0.369 0.873 0.052
N -2.7504 -1.0571 -1.7747 0.670 -0.675 0.123
C -3.8987 -0.1958 -1.7754 -0.396 0.439 0.125
C 1.1671 -0.8026 2.6721 -0.050 0.192 0.495
C 2.2601 0.0477 2.7498 -0.025 -0.124 -0.283
O 2.5849 0.7802 3.8490 0.143 -0.055 -0.355
C 1.7772 0.6583 4.9970 -0.156 -0.023 0.205
C 3.1153 0.2100 1.6575 0.248 0.173 -0.019
H 5.4821 0.1602 0.1385 -0.035 0.019 -0.018
H 4.4625 1.5009 -0.4575 0.012 -0.040 0.011
H 5.2119 0.3683 -1.6095 0.004 0.041 0.082
H 1.6095 -1.8862 -0.5174 -0.038 -0.085 -0.160
H -0.2398 -2.7330 0.3744 -0.163 0.048 0.295
H -1.9051 -4.1635 0.8154 -0.003 -0.071 0.073
H -2.9271 -3.8510 2.2599 0.098 0.039 -0.051
H -2.2800 -0.2336 -4.5213 0.140 0.077 0.045
H -0.5227 -0.3580 -4.2258 -0.170 -0.012 0.036
H -1.2953 4.9527 -1.1014 -0.035 0.133 0.037
H 0.4591 4.1305 0.4528 0.020 0.065 0.060
H 1.3440 1.8623 0.2785 0.084 -0.061 0.074
H 0.5595 0.3019 -1.4618 0.073 -0.121 0.047
H -3.7328 0.6589 -1.1148 -0.023 -0.010 -0.075
H -4.0907 0.1673 -2.7840 -0.025 -0.040 0.079
H -4.7635 -0.7522 -1.4147 -0.008 0.042 -0.099
H 0.4913 -0.9388 3.4967 -0.024 0.011 0.054
H 1.7729 -0.3678 5.3763 -0.013 0.035 -0.022
H 2.2227 1.3176 5.7404 -0.065 -0.060 -0.023
H 0.7486 0.9745 4.7995 0.034 -0.028 0.003
H 3.9468 0.8847 1.7725 0.126 0.072 -0.028
```
Forces are in eV/Å.

E_HOMO: -8.244 eV
Kohn-Sham gap: 8.74 eV
SMILES: COc1cc(NC(=O)CSc2nnc(Cn3nnc4ccccc43)n2C)cc(OC)c1
LUMO level: 0.492 eV

Atom charges from the Löwdin analysis, given in e for atoms 1 to 2: atom 1 (C): -0.086, atom 2 (O): -0.081

# 2
This record from OMol25 describes one molecule with the formula C20H21NO4. The level of theory is wB97M-V/def2-TZVPD.

Structure (XYZ):
```
46
Properties=species:S:1:pos:R:3:forces:R:3
C 1.7717 2.7210 -3.9177 -0.188 0.110 -0.099
O 2.9042 2.0881 -3.3702 0.238 -0.208 0.163
C 2.7204 0.9728 -2.6126 0.180 -0.113 0.098
C 3.8758 0.4101 -2.0643 -0.138 0.189 -0.139
C 3.7869 -0.7134 -1.2669 0.005 0.066 0.001
C 2.5594 -1.2884 -0.9904 -0.251 0.006 -0.042
C 1.3959 -0.7419 -1.5299 0.695 0.128 -0.054
C 0.0729 -1.2640 -1.2483 -0.542 -0.421 0.355
C -0.2729 -2.1447 -0.3041 0.269 0.360 -0.425
C -1.7036 -2.4275 -0.0824 -0.099 -0.249 -0.064
O -2.5738 -2.1442 -0.8837 -0.101 0.123 -0.119
N -1.9810 -3.0294 1.1140 0.077 -0.320 0.160
C -3.2925 -2.8696 1.6963 -0.236 -0.032 0.083
C -3.3062 -1.6989 2.7035 0.074 -0.069 -0.259
C -2.5235 -0.5445 2.1398 -0.035 0.126 0.237
C -3.0457 0.2486 1.1243 0.056 0.037 0.087
C -2.2712 1.2173 0.5198 0.217 0.056 0.050
C -0.9583 1.4270 0.9232 0.067 -0.045 0.039
C -0.4417 0.6715 1.9767 0.024 0.121 0.008
C -1.2229 -0.3158 2.5607 0.032 0.231 -0.109
O 0.8277 0.8707 2.4650 -0.293 -0.367 -0.029
C 1.3773 2.1062 2.0681 0.058 0.465 -0.389
C 1.1649 2.3177 0.5708 0.515 -0.160 0.372
O -0.2126 2.3791 0.2720 -0.445 -0.048 0.020
C 1.4907 0.3856 -2.3523 -0.042 0.033 -0.085
H 1.0774 3.0467 -3.1365 0.008 -0.025 -0.031
H 2.1507 3.5918 -4.4502 -0.078 -0.051 0.024
H 1.2476 2.0673 -4.6221 0.004 0.020 0.042
H 4.8255 0.8727 -2.2802 0.121 0.057 -0.031
H 4.6868 -1.1428 -0.8521 0.079 -0.031 0.028
H 2.5056 -2.1655 -0.3657 -0.007 -0.106 0.074
H -0.7371 -0.8541 -1.8403 -0.112 0.003 -0.008
H 0.4407 -2.5953 0.3692 0.169 0.009 0.091
H -1.2210 -3.1208 1.7719 0.029 0.087 -0.162
H -3.5983 -3.7984 2.1852 -0.070 0.074 -0.082
H -3.9671 -2.6604 0.8638 0.022 -0.095 0.144
H -4.3402 -1.4116 2.8963 -0.027 -0.027 0.098
H -2.8560 -2.0224 3.6442 -0.050 0.025 0.052
H -4.0574 0.0896 0.7862 -0.131 -0.045 -0.080
H -2.6612 1.8209 -0.2838 -0.044 0.090 -0.126
H -0.7844 -0.8925 3.3618 0.049 -0.085 0.131
H 0.8979 2.9246 2.6236 0.074 -0.086 -0.016
H 2.4396 2.0678 2.3126 -0.076 0.060 -0.042
H 1.6316 1.4875 0.0244 -0.032 0.123 0.046
H 1.5966 3.2638 0.2395 0.024 -0.089 0.039
H 0.5807 0.7979 -2.7590 -0.092 0.071 -0.048
```
Forces are in eV/Å.

E_HOMO: -8.109 eV
Kohn-Sham gap: 8.34 eV
SMILES: COc1cccc(/C=C/C(=O)NCCc2ccc3c(c2)OCCO3)c1
LUMO level: 0.229 eV

Atom charges from the Löwdin analysis, given in e for atoms 1 to 2: atom 1 (C): -0.082, atom 2 (O): -0.081

# 3
This record from OMol25 describes one molecule with the formula C20H21NO5. The level of theory is wB97M-V/def2-TZVPD.

Structure (XYZ):
```
47
Properties=species:S:1:pos:R:3:forces:R:3
C 0.6225 2.3181 6.8926 -0.146 -0.129 0.181
O 1.3260 2.9337 5.8428 0.133 0.112 -0.417
C 0.9892 2.6221 4.5653 0.158 0.142 -0.070
C -0.0055 1.7318 4.1912 0.085 0.080 0.273
C -0.2727 1.4848 2.8557 0.151 0.130 -0.334
C 0.4499 2.1232 1.8537 -0.037 -0.033 0.749
C 0.2131 1.9119 0.4431 -0.390 -0.332 -0.660
C -0.7029 1.1202 -0.1302 0.415 0.319 0.394
C -0.7954 1.0453 -1.5978 -0.138 0.015 -0.108
O -0.0784 1.6691 -2.3565 0.196 0.096 -0.105
N -1.7957 0.2324 -2.0498 -0.242 -0.239 0.071
C -1.9788 -0.0334 -3.4499 0.222 -0.264 -0.263
C -1.7679 -1.5073 -3.8169 -0.590 0.101 0.009
C -2.8061 -2.4503 -3.1945 0.207 0.492 -0.049
O -2.6114 -3.7631 -3.6639 0.220 -0.340 -0.136
C -1.2953 -4.1612 -3.6187 0.015 0.068 0.093
C -1.0082 -5.5149 -3.7332 -0.056 0.201 0.004
C 0.2986 -5.9566 -3.6584 -0.045 -0.074 0.001
C 1.3277 -5.0507 -3.4548 0.077 0.029 0.000
C 1.0539 -3.7003 -3.3583 -0.200 0.082 -0.002
C -0.2548 -3.2436 -3.4534 -0.042 -0.091 -0.078
O -0.4783 -1.8928 -3.3892 0.151 -0.092 0.074
C 1.4582 3.0225 2.2323 -0.022 -0.018 0.020
C 1.7364 3.2798 3.5585 0.009 0.011 0.316
O 2.6932 4.1356 4.0096 -0.304 -0.271 0.159
C 3.4735 4.8226 3.0629 0.127 0.112 -0.173
H -0.4440 2.5648 6.8630 0.045 -0.020 -0.011
H 0.7441 1.2299 6.8766 -0.014 0.046 -0.011
H 1.0575 2.7145 7.8087 -0.064 -0.057 -0.042
H -0.5854 1.2193 4.9423 -0.020 -0.018 0.103
H -1.0534 0.7856 2.6028 -0.091 -0.082 -0.029
H 0.8523 2.4659 -0.2346 0.022 0.018 -0.111
H -1.3946 0.5211 0.4432 -0.067 -0.056 0.152
H -2.3466 -0.2884 -1.3880 0.122 0.130 0.067
H -2.9802 0.2703 -3.7764 0.116 -0.007 -0.063
H -1.2274 0.5732 -3.9636 -0.210 -0.079 -0.028
H -1.8370 -1.6114 -4.9126 0.003 0.041 0.164
H -3.8214 -2.1672 -3.4780 0.091 0.035 0.036
H -2.7071 -2.4324 -2.0995 -0.039 0.006 -0.065
H -1.8286 -6.2000 -3.8760 -0.111 -0.086 -0.005
H 0.5120 -7.0104 -3.7490 0.015 -0.096 -0.005
H 2.3475 -5.3953 -3.3809 0.095 -0.025 0.003
H 1.8362 -2.9722 -3.2159 0.105 0.102 0.008
H 2.0176 3.5159 1.4533 0.091 0.080 -0.054
H 4.1611 5.4373 3.6415 -0.029 -0.026 -0.087
H 2.8597 5.4683 2.4262 0.022 -0.038 0.016
H 4.0465 4.1323 2.4350 -0.034 0.026 0.015
```
Forces are in eV/Å.

E_HOMO: -7.924 eV
Kohn-Sham gap: 8.25 eV
SMILES: COc1ccc(/C=C/C(=O)NC[C@@H]2COc3ccccc3O2)cc1OC
LUMO level: 0.328 eV

Atom charges from the Löwdin analysis, given in e for atoms 1 to 2: atom 1 (C): -0.082, atom 2 (O): -0.060

# 4
This record from OMol25 describes C20H22BCl3N2O as an isolated structure in a non-equilibrium geometry. The level of theory is wB97M-V/def2-TZVPD.

Structure (XYZ):
```
49
Properties=species:S:1:pos:R:3:forces:R:3
Cl 1.6834 -4.5782 0.4468 0.114 -0.045 -0.231
B 1.8451 -2.8400 -0.1505 -0.011 0.379 0.674
Cl 2.0300 -1.7266 1.4501 0.211 -0.254 -0.248
Cl 3.3838 -2.5319 -1.1673 0.033 -0.213 -0.129
O 0.6939 -2.4430 -0.9170 -0.120 0.183 0.270
C -0.1822 -1.4338 -0.4757 0.732 -3.713 2.771
C -1.6542 -1.9904 -0.5336 0.156 0.557 -0.137
C -2.7705 -1.1564 -0.4128 -0.148 -0.118 -0.067
C -4.0586 -1.7023 -0.2697 0.444 -0.068 0.031
C -4.2228 -3.0928 -0.2032 0.269 0.409 -0.028
C -3.1097 -3.9257 -0.3452 0.003 0.342 0.021
C -1.8357 -3.3800 -0.5266 0.155 0.062 -0.083
H -0.0303 -1.1797 0.6012 -0.059 -0.571 -0.416
H -2.6198 -0.0736 -0.4329 -0.296 -0.450 0.099
H -4.9201 -1.0321 -0.1854 0.320 -0.296 -0.005
H -5.2101 -3.5108 -0.0200 0.179 0.039 -0.129
H -3.2243 -5.0096 -0.2933 0.040 0.322 -0.051
H -0.9713 -4.0339 -0.6482 -0.233 0.231 0.130
C 2.3421 0.7968 -0.8417 0.917 -0.162 -0.561
C 1.8256 1.4445 0.3656 -0.740 0.244 0.656
C 0.4324 1.5615 0.4923 0.443 0.536 1.495
N -0.3700 0.9540 -0.5134 0.099 -1.954 -1.409
C 0.1783 -0.2319 -1.1285 -4.320 4.198 -2.919
N -0.1057 -0.1158 -2.5134 0.233 0.393 1.176
C 0.9041 -0.4674 -3.5044 0.021 -0.576 -0.437
C -0.9352 0.9727 -2.6809 -0.025 0.806 0.629
C -1.1224 1.5931 -1.4845 0.340 0.588 -1.175
C -0.1288 2.2054 1.5951 0.260 -0.215 -0.051
C -1.6058 2.4059 1.6746 -0.533 0.104 0.361
C 0.7175 2.6307 2.6271 0.160 -0.142 -0.415
C 2.0998 2.4280 2.5581 -0.313 0.200 -0.112
C 2.9803 2.7826 3.7168 0.258 0.100 0.285
C 2.6509 1.8844 1.3972 -0.383 0.033 -0.270
H 3.3769 0.4404 -0.6994 -0.750 -0.420 -0.269
H 1.5580 -0.0982 -1.0724 2.559 0.758 0.311
H 2.3034 1.4802 -1.7109 -0.091 -0.424 0.200
H 1.5431 -1.2505 -3.0813 -0.190 0.070 -0.231
H 0.4081 -0.8153 -4.4149 0.164 -0.078 0.159
H 1.5236 0.4114 -3.7623 -0.279 -0.263 0.276
H -1.3172 1.2641 -3.6495 0.093 -0.143 0.115
H -1.7510 2.4519 -1.2837 0.375 -0.095 0.081
H -1.8658 2.7136 2.6941 -0.105 -0.054 -0.263
H -1.9555 3.1952 0.9911 0.129 -0.190 0.177
H -2.1663 1.4890 1.4428 0.183 0.186 0.036
H 0.2820 3.1161 3.5034 0.117 -0.190 -0.218
H 4.0352 2.6938 3.4407 -0.152 0.045 0.084
H 2.8005 3.8046 4.0710 0.009 -0.168 -0.096
H 2.8041 2.1100 4.5668 0.002 0.102 -0.206
H 3.7314 1.7901 1.2880 -0.268 -0.087 0.118
```
Forces are in eV/Å.

E_HOMO: -8.819 eV
Kohn-Sham gap: 6.98 eV
LUMO level: -1.840 eV

Atom charges from the Löwdin analysis, given in e for atoms 1 to 2: atom 1 (Cl): 0.504, atom 2 (B): -1.832

> Kohn-Sham gap of number 2 (C20H21NO4)?

8.34 eV

> The highest E_HOMO belongs to which entry?

C20H21NO5

> Look up the E_HOMO of the second one.

-8.109 eV